Entry 1:
A structure of composition C31H21CuN3OS3. Source: the Open Molecules 2025 dataset; level of theory: ωB97M-V with the def2-TZVPD basis set.

Properties
energy relative to the best compared isomer or geometry (same formula, charge and spin)	5.85	kJ/mol
HOMO	-3.3551	eV

ORCA input file:
```
! RIJCOSX wB97M-V def2-TZVPD def2/J DEFGRID3
* xyz -1 1
H 3.668 4.401 1.062
C -0.793 -1.531 -4.858
C -0.588 -1.430 -2.433
C 2.077 2.088 -1.648
C 2.928 2.287 -2.766
H 3.495 -1.424 -0.696
H -5.094 -3.307 -0.572
O 0.876 1.198 0.861
H 2.726 2.682 3.583
S 4.458 2.059 -0.735
C -4.040 -2.902 1.229
C 0.851 -1.436 -2.614
C 4.127 -0.336 3.500
C -1.325 -2.105 3.643
H -0.207 6.051 2.088
H 0.662 -1.475 3.049
C 0.565 -1.631 -5.031
S 0.175 3.684 1.586
C 1.811 3.315 1.233
C 2.955 1.254 1.993
H -1.441 -1.542 -5.728
N -0.948 -1.395 -1.144
H -3.336 -2.810 3.865
C 1.888 5.594 1.622
C -1.374 -1.443 -3.587
H 0.998 2.057 -1.686
C -1.990 -1.908 -0.488
H 3.971 1.018 5.173
C 2.608 4.418 1.274
H 4.650 -1.192 3.895
H 5.105 2.413 -3.062
H -3.313 -2.537 -2.062
Cu 0.584 -0.627 0.114
C 4.242 2.296 -2.425
S 3.640 -0.323 1.850
C -3.170 -2.469 -0.994
H 2.567 2.406 -3.779
H -1.089 -2.126 4.699
H -2.448 -1.349 -3.505
C 1.415 -1.591 -3.903
H -4.836 -3.248 1.877
C 3.770 0.812 4.131
C -2.829 -2.447 1.797
H 0.998 -1.747 -6.018
H 4.642 -1.782 -2.864
C -2.562 -2.473 3.184
C 2.923 -1.482 -1.611
N -0.573 -1.633 1.428
C -4.175 -2.929 -0.139
C 2.818 -1.711 -3.986
H 3.284 -1.828 -4.958
C -1.801 -1.961 0.951
C 3.092 1.716 3.269
C 2.756 1.931 -0.479
C 3.565 -1.683 -2.841
H 2.348 6.569 1.716
N 1.619 -1.344 -1.495
C -0.345 -1.713 2.722
C 0.565 5.346 1.822
C 2.085 1.847 0.888
*
```


Entry 2:
A cluster of 5 separate species, C5H9Cl11 in total. Source: the Open Molecules 2025 dataset; level of theory: ωB97M-V with the def2-TZVPD basis set.

Properties
energy relative to the best compared isomer or geometry (same formula, charge and spin)	44.00	kJ/mol
HOMO	-10.9807	eV
SMILES	ClC(Cl)Cl.ClCCl.ClCCl.ClCCl.ClCCl

ORCA input file:
```
! RIJCOSX wB97M-V def2-TZVPD def2/J DEFGRID3
* xyz 0 1
C -10.203 13.371 28.480
H -6.196 17.160 24.269
Cl -11.605 12.917 19.725
Cl -7.285 15.086 24.271
Cl -9.454 14.192 29.932
Cl -4.920 14.948 20.363
H -2.944 13.671 20.029
C -6.763 16.633 25.037
C -9.918 12.925 20.241
H -7.462 21.882 24.918
Cl -11.677 14.237 28.025
Cl -4.239 12.977 18.272
H -6.186 21.457 23.633
H -10.495 12.405 28.893
H -9.461 13.914 20.299
H -9.855 12.495 21.241
Cl -8.166 17.542 25.513
H -9.543 13.202 27.628
Cl -6.295 23.770 24.106
C -6.452 22.016 24.530
Cl -5.350 21.676 25.832
H -6.108 16.501 25.898
Cl -8.936 11.948 19.040
Cl -4.485 12.094 21.139
C -4.004 13.417 20.021
*
```


The strongest force on any atom results, record by record, are as follows: 0.8, 1.4 eV/Å.
The Kohn-Sham gap results, record by record, are as follows: 5.874, 11.125 eV.